(1)
{
  "formula": "C3N2S",
  "method": "ωB97M-V with the def2-TZVPD basis set",
  "elements": ["C", "C", "C", "N", "N", "S"],
  "coordinates": [[-1.156, -0.959, -0.368], [0.831, 0.810, 0.071], [0.412, 0.074, 1.108], [-1.830, -1.232, -1.239], [1.359, 1.502, -0.695], [0.496, -0.574, 2.509]],
  "lowdin_charge": [-0.23, -0.32, -0.63, -0.04, 0.26, 0.96],
  "multiplicity": 1,
  "charge": 0,
  "de_lowest_kj_mol": 320.7,
  "e_homo_ev": [-10.47, -10.47],
  "largest_force_ev_per_a": 4.78,
  "e_lumo_ev": [-3.4, -3.4]
}

=====

(2)
{
  "formula": "C3N3PS4",
  "method": "ωB97M-V with the def2-TZVPD basis set",
  "elements": ["C", "C", "C", "N", "N", "N", "P", "S", "S", "S", "S"],
  "coordinates": [[-1.975, 1.073, 0.344], [0.345, -2.509, 0.824], [1.830, 1.520, -0.380], [-2.123, 2.241, 0.211], [0.644, -2.369, 1.922], [0.949, 0.703, -0.615], [-0.714, -0.778, -1.066], [-1.395, -0.304, -2.814], [-2.024, -0.573, 0.635], [0.281, -2.628, -0.905], [3.044, 2.473, -0.137]],
  "lowdin_charge": [-0.77, -0.74, -0.98, 0.15, 0.13, -0.07, -0.05, 0.29, 0.72, 0.69, 0.63],
  "multiplicity": 1,
  "charge": 0,
  "de_lowest_kj_mol": 233.3,
  "e_homo_ev": -8.69,
  "largest_force_ev_per_a": 4.91,
  "e_lumo_ev": -2.9
}

=====

(3)
{
  "formula": "C3N6O6",
  "method": "ωB97M-V with the def2-TZVPD basis set",
  "elements": ["C", "C", "C", "N", "N", "N", "N", "N", "N", "O", "O", "O", "O", "O", "O"],
  "coordinates": [[0.211, -0.935, 0.255], [0.803, 0.905, 2.160], [0.721, -0.198, -0.785], [-0.656, -2.407, 1.614], [-0.348, -2.186, 0.343], [0.181, -0.443, 1.556], [-0.386, -1.359, 2.308], [-1.760, 1.753, -1.651], [1.034, -0.524, -2.019], [1.875, 1.137, 1.717], [-1.531, 2.892, -1.978], [2.196, -1.055, -2.028], [0.077, 1.408, 2.983], [-2.842, 1.316, -1.382], [0.426, -0.305, -3.093]],
  "lowdin_charge": [-0.33, -0.76, 0.03, -0.13, -0.01, 0.00, -0.04, -0.18, -0.48, 0.03, 0.02, -0.09, -0.03, 0.04, -0.08],
  "multiplicity": 3,
  "s2": 2.032,
  "charge": -2,
  "de_lowest_kj_mol": 63.9,
  "e_homo_ev": [-0.24, -0.99],
  "largest_force_ev_per_a": 3.18,
  "e_lumo_ev": [6.0, 3.5]
}

=====

Total energy, respectively: -16920.841 -60208.071 -24327.568 eV.